Entry 1:
C27H32AsCl2N6O7Rb | ωB97M-V/def2-TZVPD

total charge: -2
F_max: 0.015 hartree/bohr
spin multiplicity: 1
highest occupied orbital energy: -2.8 eV
gap between HOMO and LUMO: 6.6 eV
energy relative to the best compared isomer or geometry (same formula, charge and spin): 14.82 kcal per mole

Atoms and positions in Å:
Rb: -0.473 0.100 -0.046
O: 2.685 -1.185 0.536
C: 2.578 -0.037 -0.083
O: 2.141 0.118 -1.205
C: 2.943 1.139 0.810
O: 1.715 1.566 1.345
C: 1.822 2.346 2.522
C: 0.502 2.374 3.321
O: 0.579 2.966 4.407
O: -0.492 1.808 2.808
H: 2.233 -1.952 0.025
H: 3.423 1.926 0.212
H: 3.623 0.807 1.603
H: 2.106 3.377 2.271
H: 2.598 1.929 3.174
Cl: 3.007 -5.554 -0.455
C: 1.762 -5.049 -1.571
C: 1.448 -5.902 -2.629
C: 0.483 -5.565 -3.532
Cl: 0.118 -6.667 -4.849
C: -0.209 -4.335 -3.421
C: -1.209 -3.910 -4.322
C: -1.809 -2.698 -4.141
C: -1.406 -1.903 -3.050
N: -0.492 -2.272 -2.191
C: 0.115 -3.470 -2.348
C: 1.129 -3.814 -1.345
O: 1.382 -3.055 -0.368
H: 1.977 -6.840 -2.724
H: -1.487 -4.554 -5.147
H: -2.579 -2.343 -4.812
H: -1.866 -0.934 -2.888
C: -2.644 -0.287 5.574
C: -2.401 -1.068 4.327
C: -2.775 -2.344 3.949
C: -2.271 -2.495 2.643
N: -1.632 -1.400 2.261
N: -1.724 -0.547 3.295
C: -2.388 -3.659 1.713
H: -2.966 -0.952 6.376
H: -3.420 0.465 5.425
H: -1.742 0.235 5.893
H: -3.341 -3.055 4.526
H: -1.280 0.386 3.224
H: -2.825 -4.518 2.224
H: -1.411 -3.944 1.323
H: -3.026 -3.411 0.864
C: -0.956 5.042 -1.247
C: -0.858 4.121 -2.456
As: 0.278 2.572 -2.033
C: 2.087 3.380 -2.238
C: 2.240 4.663 -3.041
C: 0.127 1.590 -3.732
C: 0.617 2.253 -5.010
H: -1.618 5.891 -1.435
H: 0.021 5.442 -0.962
H: -1.342 4.503 -0.380
H: -0.500 4.658 -3.339
H: -1.837 3.702 -2.692
H: 2.712 2.577 -2.639
H: 2.437 3.545 -1.215
H: 1.897 4.551 -4.070
H: 3.286 4.985 -3.075
H: 1.666 5.479 -2.601
H: -0.935 1.340 -3.796
H: 0.659 0.650 -3.562
H: 0.146 3.225 -5.174
H: 0.397 1.630 -5.882
H: 1.698 2.406 -4.987
O: -2.483 1.354 -1.717
N: -3.116 0.452 -1.100
C: -4.445 0.495 -1.180
C: -5.113 1.505 -1.933
N: -5.663 2.320 -2.535
C: -5.202 -0.520 -0.539
N: -5.851 -1.329 -0.037

Entry 2:
C27H32BF2MnPS3 | ωB97M-V/def2-TZVPD

F_max: 0.106 hartree/bohr
spin multiplicity: 6
highest occupied orbital energy (spin up / spin down): -6.1 / -7.8 eV
gap between HOMO and LUMO (spin up / spin down): 6.5 / 7.8 eV
energy relative to the best compared isomer or geometry (same formula, charge and spin): 10.67 kcal per mole

Atoms and positions in Å:
Mn: -0.699 0.257 -0.611
C: 0.449 -0.804 4.573
C: 0.737 -1.683 3.374
C: 1.009 -2.997 3.726
C: 1.563 -3.886 2.833
C: 1.852 -3.457 1.531
C: 1.416 -2.183 1.169
C: 0.951 -1.248 2.068
P: 0.552 0.390 1.388
C: -0.247 1.548 2.503
C: 0.450 2.695 2.900
C: -0.184 3.637 3.722
C: -1.434 3.388 4.301
C: -2.169 2.274 3.850
C: -1.586 1.346 2.992
C: -2.403 0.226 2.571
C: 2.093 1.006 0.746
C: 3.278 1.194 1.505
C: 4.479 1.544 0.873
C: 4.501 2.016 -0.449
C: 3.281 1.979 -1.151
C: 2.096 1.358 -0.607
C: 0.951 1.118 -1.479
H: 0.937 -1.263 5.428
H: -0.629 -0.707 4.733
H: 0.916 0.182 4.573
H: 0.759 -3.321 4.772
H: 1.851 -4.860 3.175
H: 2.250 -4.141 0.796
H: 1.596 -1.880 0.162
H: 1.413 2.975 2.495
H: 0.396 4.471 4.119
H: -1.851 4.156 4.999
H: -3.248 2.112 4.122
H: -3.114 0.442 1.714
H: -3.092 -0.086 3.365
H: -1.809 -0.687 2.177
H: 3.265 0.924 2.569
H: 5.351 1.646 1.517
H: 5.366 2.495 -0.868
H: 3.196 2.431 -2.112
H: 1.080 0.387 -2.307
H: 0.430 2.022 -1.893
C: -0.057 -0.964 -5.831
C: -1.394 -0.125 -5.742
S: -1.501 0.937 -4.309
C: -3.119 0.413 -3.669
C: -3.129 -0.903 -2.928
S: -1.624 -1.252 -1.754
C: -0.891 -2.794 -2.549
C: 0.254 -2.438 -3.477
S: -0.097 -2.715 -5.264
H: 0.622 -0.339 -5.264
H: 0.256 -1.008 -6.931
H: -2.130 -0.930 -5.745
H: -1.488 0.497 -6.654
H: -3.870 0.392 -4.505
H: -3.392 1.192 -2.935
H: -3.293 -1.809 -3.550
H: -4.007 -0.892 -2.264
H: -1.757 -3.314 -3.011
H: -0.613 -3.418 -1.642
H: 1.141 -3.036 -3.218
H: 0.611 -1.409 -3.266
F: -3.251 1.883 -0.389
B: -1.859 1.844 -0.469
F: -1.406 3.173 -0.497

Entry 3:
C27H32CeClN3O4S2 | ωB97M-V/def2-TZVPD

total charge: -1
F_max: 0.136 hartree/bohr
spin multiplicity: 2
highest occupied orbital energy (spin up / spin down): -1.4 / -1.4 eV
gap between HOMO and LUMO (spin up / spin down): 3.8 / 3.8 eV
energy relative to the best compared isomer or geometry (same formula, charge and spin): 5.74 kcal per mole

Atoms and positions in Å:
Ce: -0.067 0.104 -0.320
Cl: 2.027 -0.039 -1.803
N: 0.268 2.607 -0.545
N: 0.063 -2.458 -0.218
C: -0.732 3.262 -1.108
C: -0.669 -3.081 -1.107
C: 1.305 3.592 -0.212
C: 0.531 4.908 -0.258
C: 2.398 3.576 -1.271
C: 1.906 3.291 1.148
H: 2.005 3.919 -2.239
H: 2.790 2.559 -1.391
H: 3.201 4.257 -0.959
H: 1.128 3.176 1.914
H: 2.570 4.124 1.433
H: 2.502 2.365 1.112
C: 1.017 -3.438 0.351
C: 0.701 -4.720 -0.420
C: 0.776 -3.621 1.840
C: 2.451 -3.000 0.111
H: 2.617 -2.804 -0.955
H: 3.120 -3.804 0.444
H: 2.680 -2.087 0.674
H: -0.277 -3.863 2.025
H: 1.048 -2.712 2.387
H: 1.401 -4.447 2.202
O: -0.377 -4.358 -1.335
H: 0.329 -5.537 0.210
H: 1.529 -5.087 -1.038
O: -0.668 4.583 -1.053
H: 1.036 5.738 -0.763
H: 0.189 5.228 0.735
C: -1.853 2.558 -1.815
C: -1.766 -2.437 -1.908
C: -1.241 -1.156 -2.511
H: -2.582 -2.204 -1.195
H: -2.129 -3.153 -2.652
C: -1.452 0.060 -1.867
C: -1.298 1.307 -2.468
H: -1.993 -0.013 0.254
C: -0.717 1.351 -3.763
C: -0.381 0.128 -4.341
C: -0.423 2.667 -4.426
C: -0.651 -1.131 -3.804
H: 0.146 0.159 -5.288
C: -0.293 -2.417 -4.492
H: 0.106 -2.162 -5.477
H: -1.172 -3.069 -4.592
H: 0.477 -2.943 -3.906
H: -1.287 3.345 -4.382
H: -0.162 2.450 -5.467
H: 0.440 3.143 -3.932
H: -2.305 3.250 -2.539
H: -2.611 2.297 -1.050
O: 1.629 1.482 3.724
S: 1.031 0.230 3.445
O: 1.921 -0.925 3.200
N: -0.030 0.332 2.138
C: -1.350 0.302 2.496
S: -2.540 0.584 1.335
C: -1.523 -0.061 3.889
C: -2.707 -0.403 4.581
C: -2.610 -0.830 5.899
C: -1.366 -0.917 6.552
C: -0.173 -0.583 5.859
C: -0.283 -0.175 4.537
H: -3.653 -0.319 4.038
H: -3.519 -1.107 6.448
H: -1.296 -1.239 7.579
H: 0.814 -0.637 6.316

Copy entry 1 word for word.
C27H32AsCl2N6O7Rb | ωB97M-V/def2-TZVPD

total charge: -2
F_max: 0.015 hartree/bohr
spin multiplicity: 1
highest occupied orbital energy: -2.8 eV
gap between HOMO and LUMO: 6.6 eV
energy relative to the best compared isomer or geometry (same formula, charge and spin): 14.82 kcal per mole

Atoms and positions in Å:
Rb: -0.473 0.100 -0.046
O: 2.685 -1.185 0.536
C: 2.578 -0.037 -0.083
O: 2.141 0.118 -1.205
C: 2.943 1.139 0.810
O: 1.715 1.566 1.345
C: 1.822 2.346 2.522
C: 0.502 2.374 3.321
O: 0.579 2.966 4.407
O: -0.492 1.808 2.808
H: 2.233 -1.952 0.025
H: 3.423 1.926 0.212
H: 3.623 0.807 1.603
H: 2.106 3.377 2.271
H: 2.598 1.929 3.174
Cl: 3.007 -5.554 -0.455
C: 1.762 -5.049 -1.571
C: 1.448 -5.902 -2.629
C: 0.483 -5.565 -3.532
Cl: 0.118 -6.667 -4.849
C: -0.209 -4.335 -3.421
C: -1.209 -3.910 -4.322
C: -1.809 -2.698 -4.141
C: -1.406 -1.903 -3.050
N: -0.492 -2.272 -2.191
C: 0.115 -3.470 -2.348
C: 1.129 -3.814 -1.345
O: 1.382 -3.055 -0.368
H: 1.977 -6.840 -2.724
H: -1.487 -4.554 -5.147
H: -2.579 -2.343 -4.812
H: -1.866 -0.934 -2.888
C: -2.644 -0.287 5.574
C: -2.401 -1.068 4.327
C: -2.775 -2.344 3.949
C: -2.271 -2.495 2.643
N: -1.632 -1.400 2.261
N: -1.724 -0.547 3.295
C: -2.388 -3.659 1.713
H: -2.966 -0.952 6.376
H: -3.420 0.465 5.425
H: -1.742 0.235 5.893
H: -3.341 -3.055 4.526
H: -1.280 0.386 3.224
H: -2.825 -4.518 2.224
H: -1.411 -3.944 1.323
H: -3.026 -3.411 0.864
C: -0.956 5.042 -1.247
C: -0.858 4.121 -2.456
As: 0.278 2.572 -2.033
C: 2.087 3.380 -2.238
C: 2.240 4.663 -3.041
C: 0.127 1.590 -3.732
C: 0.617 2.253 -5.010
H: -1.618 5.891 -1.435
H: 0.021 5.442 -0.962
H: -1.342 4.503 -0.380
H: -0.500 4.658 -3.339
H: -1.837 3.702 -2.692
H: 2.712 2.577 -2.639
H: 2.437 3.545 -1.215
H: 1.897 4.551 -4.070
H: 3.286 4.985 -3.075
H: 1.666 5.479 -2.601
H: -0.935 1.340 -3.796
H: 0.659 0.650 -3.562
H: 0.146 3.225 -5.174
H: 0.397 1.630 -5.882
H: 1.698 2.406 -4.987
O: -2.483 1.354 -1.717
N: -3.116 0.452 -1.100
C: -4.445 0.495 -1.180
C: -5.113 1.505 -1.933
N: -5.663 2.320 -2.535
C: -5.202 -0.520 -0.539
N: -5.851 -1.329 -0.037